{
  "formula": "C21H14NNiO4",
  "method": "wB97M-V/def2-TZVPD",
  "charge": -1,
  "multiplicity": 3,
  "gap_ev": [4.918, 6.732],
  "fmax_ev_per_a": 3.35,
  "species": ["Ni", "O", "C", "O", "C", "C", "C", "C", "C", "N", "C", "O", "O", "H", "H", "H", "C", "C", "C", "C", "C", "C", "C", "C", "C", "C", "C", "C", "C", "C", "H", "H", "H", "H", "H", "H", "H", "H", "H", "H", "H"],
  "xyz": [[11.40, 5.50, 10.11], [15.05, 4.13, 10.74], [13.91, 4.59, 10.83], [12.88, 4.32, 10.03], [13.53, 5.59, 11.92], [14.36, 5.82, 13.00], [13.97, 6.62, 14.06], [12.78, 7.30, 13.92], [12.04, 7.15, 12.70], [12.34, 6.13, 11.82], [10.81, 7.89, 12.49], [10.27, 8.42, 13.44], [10.28, 7.95, 11.22], [15.26, 5.26, 13.03], [14.57, 6.62, 14.99], [12.29, 7.91, 14.68], [5.12, 4.51, 11.40], [5.93, 4.54, 10.24], [7.19, 5.07, 10.32], [7.77, 5.48, 11.54], [6.93, 5.49, 12.67], [5.62, 5.04, 12.61], [9.10, 5.96, 11.72], [9.85, 6.71, 10.80], [9.85, 6.47, 9.36], [10.03, 5.11, 8.79], [10.62, 4.98, 7.54], [10.82, 6.09, 6.69], [10.34, 7.34, 7.12], [10.01, 7.53, 8.49], [4.12, 4.21, 11.30], [5.52, 4.10, 9.33], [7.80, 5.14, 9.42], [7.33, 5.98, 13.56], [4.95, 5.10, 13.48], [9.46, 5.88, 12.75], [9.58, 4.20, 9.23], [11.07, 4.02, 7.26], [11.32, 6.06, 5.73], [10.28, 8.18, 6.45], [9.82, 8.50, 8.92]]
}